1.
Formula: C43H79N9O9
Source: the OMol25 dataset
Level of theory: ωB97M-V/def2-TZVPD

Structure (XYZ):
```
140
Properties=species:S:1:pos:R:3:forces:R:3:mulliken_charge:R:1
C -8.2808 12.5360 -25.7353 0.93 0.26 0.36 -0.197
C -9.1110 13.4449 -24.8710 0.04 1.80 -1.41 0.461
O -8.5824 14.3544 -24.2663 -0.02 -0.35 0.45 -0.605
C -10.6000 13.2972 -24.8780 -0.45 -0.53 0.90 -0.863
H -7.3005 13.0016 -25.8369 -0.02 0.19 0.15 0.324
H -8.6276 12.3384 -26.7496 -0.57 -0.39 0.39 0.381
H -8.0897 11.6538 -25.1243 -0.22 -0.55 -0.40 -0.175
H -11.1565 13.3950 -25.8101 0.62 -0.27 -0.31 0.355
H -11.0805 13.9756 -24.1731 0.31 0.05 0.13 0.336
H -10.7049 12.2800 -24.5004 -0.66 -0.30 -0.12 -0.025
C -10.8309 10.9587 -21.3120 -1.10 -0.70 -0.19 -0.524
C -9.4003 11.2550 -21.1599 1.15 0.13 -1.12 0.573
O -8.6364 11.1353 -22.1131 -0.54 0.09 0.73 -0.527
C -8.8567 11.7576 -19.8454 0.68 0.24 -0.72 -0.915
H -11.1043 10.5195 -22.2714 0.41 0.29 -0.22 0.025
H -11.4273 11.8617 -21.1813 -0.08 -0.05 0.33 0.464
H -11.1138 10.1771 -20.6069 -0.18 0.32 0.47 -0.139
H -8.7607 10.9646 -19.1038 -0.33 0.07 0.09 0.310
H -9.3949 12.6332 -19.4826 -0.25 -0.27 0.21 0.385
H -7.8525 12.0763 -20.1250 0.10 0.00 0.40 0.054
C -1.7802 4.5611 -21.7316 -0.28 -0.14 -0.16 -1.085
C -2.8325 3.7022 -22.4443 0.17 -0.22 0.02 0.716
O -2.4880 2.7088 -23.0442 0.34 -0.17 -0.04 -0.575
C -4.2794 4.1056 -22.4963 0.46 1.10 0.16 -0.239
H -1.3440 5.2527 -22.4524 -0.13 0.11 -0.13 0.154
H -0.9531 3.9322 -21.4022 -0.18 -0.08 0.09 0.355
H -2.1821 5.1576 -20.9126 -0.02 -0.13 0.00 0.346
H -4.4381 4.4980 -23.5007 -0.20 -0.26 -0.18 -0.285
H -4.4657 4.9725 -21.8624 -0.26 -0.25 0.36 0.285
H -4.9668 3.2737 -22.3428 0.18 0.14 0.00 0.375
C -0.9797 6.3679 -27.4089 0.20 0.51 0.18 -1.584
C -2.1243 6.5690 -26.4239 -1.89 2.50 -2.64 0.828
O -3.0750 7.3417 -26.7475 2.61 -2.29 1.34 -0.435
C -2.0322 5.8369 -25.1571 -0.59 0.45 0.84 -0.959
H -1.0753 5.4282 -27.9529 -0.14 -0.04 0.00 0.329
H -0.0160 6.3464 -26.9001 -0.04 -0.24 0.22 0.443
H -0.9044 7.2030 -28.1054 -0.41 -0.14 -0.11 0.359
H -2.7300 6.3000 -24.4595 -0.03 -0.14 0.15 0.291
H -1.0175 5.9286 -24.7697 -0.03 -0.37 0.02 0.577
H -2.3358 4.8006 -25.3056 0.30 -0.14 0.05 0.134
C -4.5079 3.1324 -26.5022 -0.32 0.16 0.71 -0.528
C -5.9147 3.1255 -25.8992 0.17 -0.65 -1.88 0.595
O -6.1618 3.5834 -24.8149 0.10 0.62 1.50 -0.388
N -6.8865 2.5649 -26.6375 -1.31 -0.07 -0.08 -0.033
C -6.9127 2.2075 -28.0196 1.37 -0.26 -0.58 -1.138
H -3.8850 3.1487 -25.6079 0.37 0.02 -0.25 -0.001
H -4.3728 4.0452 -27.0823 0.09 0.04 0.04 -0.105
H -4.2574 2.2707 -27.1209 -0.18 0.00 0.07 0.488
H -7.7913 2.4658 -26.1996 -0.04 0.25 0.63 0.328
H -7.8924 2.3366 -28.4795 0.01 -0.02 0.30 0.336
H -6.5599 1.1834 -28.1413 -0.28 -0.28 -0.28 0.330
H -6.2000 2.8151 -28.5773 -0.07 0.18 -0.15 0.331
C -9.4332 3.8333 -23.5533 -1.29 -0.21 -0.16 0.477
C -9.9318 2.5000 -24.0854 0.07 0.45 -0.22 0.143
O -9.3702 2.1039 -25.0886 -0.25 -1.26 -0.44 -0.752
N -10.8828 1.7634 -23.4063 1.43 1.23 0.25 -0.131
C -11.2400 0.4236 -23.8102 -1.28 0.61 -0.75 -0.898
H -9.0661 4.4447 -24.3776 0.51 -0.50 0.04 -0.032
H -8.6681 3.5276 -22.8397 0.04 0.73 0.18 0.286
H -10.2503 4.4503 -23.1793 0.09 -0.18 0.82 -0.393
H -11.5033 2.2892 -22.8074 0.21 -0.31 0.06 0.198
H -11.8986 0.5792 -24.6646 0.05 -0.69 -0.45 0.321
H -11.8840 -0.0267 -23.0548 0.47 -0.14 0.19 0.325
H -10.3945 -0.1970 -24.1074 -0.02 0.25 0.30 0.277
C -5.4178 6.3600 -28.4953 0.07 0.95 -1.28 -0.465
C -6.3397 6.4422 -29.7516 -1.53 1.93 2.59 0.204
O -7.2768 7.2635 -29.7556 0.83 -0.99 -0.31 -0.742
N -6.0304 5.6941 -30.7770 1.35 -2.00 -1.39 -0.159
C -6.6491 5.6448 -32.1129 -0.06 0.70 1.11 -0.883
H -5.8833 6.2850 -27.5126 -0.39 -0.37 -0.34 0.213
H -5.0023 7.3676 -28.5091 0.18 0.13 0.21 0.182
H -4.5407 5.7220 -28.6041 -0.24 -0.31 0.03 0.305
H -5.2574 5.0680 -30.6019 -0.16 0.03 -0.25 0.275
H -6.0112 5.0581 -32.7739 -0.14 0.14 0.09 0.352
H -6.7339 6.6813 -32.4393 -0.07 -0.16 -0.35 0.283
H -7.6496 5.2193 -32.0345 0.05 -0.06 -0.18 0.275
C -9.7205 9.9477 -30.0406 0.73 -0.77 -0.11 -1.144
C -9.6922 9.8082 -28.5366 -0.67 0.58 1.09 0.728
O -10.2194 10.6957 -27.8656 0.21 -0.04 0.26 -0.638
N -9.1429 8.6953 -27.9745 -0.52 1.11 -0.78 0.228
C -8.8862 8.5134 -26.5381 0.17 -0.83 -0.98 -0.357
H -10.6709 9.5721 -30.4198 0.02 0.01 -0.02 0.261
H -8.8993 9.3637 -30.4561 -0.11 -0.14 -0.31 0.291
H -9.5874 10.9816 -30.3590 -0.16 -0.03 0.36 0.327
H -8.7517 8.0576 -28.6530 0.46 -0.22 0.42 0.161
H -9.2457 9.3275 -25.9088 -0.05 0.01 -0.47 -0.018
H -7.8113 8.3694 -26.4288 0.07 0.23 0.32 0.139
H -9.3449 7.5695 -26.2434 -0.18 0.14 0.29 0.169
C -2.3847 10.4424 -24.8073 -0.44 -0.39 0.53 -0.875
C -3.2555 11.2329 -25.7550 2.15 1.24 -0.86 0.668
O -3.0354 12.4060 -26.0610 -0.37 -0.48 0.80 -0.705
N -4.1729 10.5201 -26.4008 -1.73 0.04 -0.84 0.252
C -5.1296 11.2107 -27.2725 -0.51 -0.08 -0.32 -0.958
H -3.0192 9.6514 -24.4074 0.17 -0.18 0.34 0.177
H -1.9913 11.0419 -23.9863 -0.15 0.12 -0.22 0.236
H -1.5455 9.9509 -25.2994 -0.04 0.21 -0.30 0.360
H -4.2118 9.5150 -26.3087 -0.07 0.12 0.05 0.027
H -4.7413 11.6096 -28.2097 0.59 -0.34 0.00 0.442
H -5.5970 12.0898 -26.8290 0.36 -0.13 0.59 0.169
H -5.9623 10.5559 -27.5292 0.17 -0.32 0.09 0.291
N -12.0620 6.3815 -20.1357 -1.79 1.21 0.73 0.067
C -11.2241 5.5044 -20.7151 1.66 0.69 0.22 -0.994
C -9.9533 6.0971 -20.6096 -0.43 -1.19 -1.66 -0.269
C -10.0873 7.3667 -20.0508 -1.05 0.79 0.52 -0.390
C -11.4291 7.5215 -19.7013 1.13 -0.46 -0.99 -0.812
H -13.0694 6.3843 -20.2090 0.15 -0.45 0.12 0.284
H -11.5649 4.6184 -21.2301 0.06 0.03 0.32 0.587
H -9.0952 5.7279 -21.1517 0.18 -0.12 0.39 0.586
H -9.3560 8.1614 -20.0400 0.19 -0.26 0.35 0.524
H -11.9469 8.3905 -19.3231 -0.15 -0.33 0.07 0.495
N -11.8883 6.9974 -23.4136 -0.29 -0.71 -0.04 0.292
C -12.6207 6.0974 -24.1399 0.68 -0.71 0.72 -0.433
C -12.8966 6.6649 -25.3551 -1.12 -1.82 -0.35 -0.924
C -12.3450 7.9354 -25.3681 0.21 1.20 -0.97 -0.712
C -11.7430 8.0827 -24.1798 1.98 1.86 1.28 -0.587
H -11.3259 6.7805 -22.6032 -0.19 0.06 0.06 0.286
H -12.6667 5.1009 -23.7262 -0.58 -0.08 -0.36 0.427
H -13.4416 6.1393 -26.1252 0.01 0.23 -0.09 0.417
H -12.2488 8.6863 -26.1383 -0.36 -0.22 -0.18 0.544
H -11.0512 8.8371 -23.8353 -0.23 0.30 -0.13 0.644
N -5.1305 13.6181 -20.4377 2.41 -1.10 -1.13 0.050
C -3.7746 13.2531 -20.5292 -0.12 -0.10 0.52 -0.750
C -3.5589 12.4714 -21.6560 0.47 1.13 1.27 -0.469
C -4.7560 12.4192 -22.3500 -2.07 0.46 1.02 0.497
C -5.7188 13.0998 -21.5575 -0.10 -0.82 -1.18 -1.351
H -5.5128 14.1459 -19.6661 -0.13 -0.16 -0.50 0.216
H -3.0661 13.5651 -19.7762 -0.14 -0.02 0.01 0.381
H -2.6282 12.0074 -21.9475 0.00 0.23 0.10 0.317
H -4.8875 11.8608 -23.2650 -0.44 0.23 0.04 0.274
H -6.7888 13.1517 -21.6939 0.14 0.20 -0.23 0.824
N -7.4516 8.9729 -23.5568 0.51 0.71 -1.74 0.848
C -6.2679 8.9831 -24.2576 -0.18 -2.65 0.52 -1.056
C -5.9268 7.5909 -24.4244 0.34 2.22 -0.07 -0.397
C -6.9218 6.8232 -23.8167 -1.85 0.71 -0.05 -0.478
C -7.9517 7.7163 -23.4557 1.21 -0.70 1.36 -1.144
H -7.9120 9.8492 -23.3564 -0.38 -0.24 0.26 0.065
H -5.8382 9.9287 -24.5535 0.18 -0.28 0.00 0.298
H -5.1055 7.1713 -24.9864 0.27 0.27 0.15 1.120
H -6.9359 5.7549 -23.6584 -0.05 0.00 -0.40 0.611
H -8.8855 7.5642 -22.9348 0.07 -0.15 -0.01 0.275
```
Positions in Å, forces in eV/Å.

- HOMO-LUMO gap: 0.2889 Ha
- E_LUMO: 0.30 eV
- Electronic energy: -2855.79706 a.u.
- ΔE to the lowest compared entry with this formula, charge and spin: 0.0 kcal per mole

2.
Formula: C39H71Br18N4O4S
Source: the OMol25 dataset
Level of theory: ωB97M-V/def2-TZVPD

Structure (XYZ):
```
137
Properties=species:S:1:pos:R:3:forces:R:3:mulliken_charge:R:1
C 3.8929 -2.5623 2.5285 0.50 0.35 0.85 -0.850
O 2.7006 -2.0701 1.9300 0.69 -0.77 -0.37 -0.152
C 2.8372 -1.8269 0.5376 -0.82 0.63 -1.03 -0.416
C 3.0380 -0.3279 0.2122 -0.14 -0.41 0.62 -0.379
C 2.0184 0.5134 0.9984 0.26 0.54 0.70 -0.126
C 1.8365 1.9880 0.5230 0.07 -0.38 -0.72 -1.388
C 0.3473 2.3676 0.2823 0.19 -0.05 0.84 0.378
C -0.3445 3.1116 1.4999 -0.06 -0.63 -1.38 -1.590
C -1.0647 2.0545 2.3415 0.68 -0.08 -0.08 1.708
C -0.2565 1.3078 3.2184 -0.80 -0.22 -0.57 -0.483
C -0.8275 0.3081 4.0034 0.60 1.14 -0.83 -1.275
C -2.1939 0.0937 3.9116 0.57 -0.96 1.28 0.022
N -2.7903 -0.9075 4.7502 0.33 0.65 -0.74 -0.320
N -2.9530 0.8086 3.0533 0.81 -0.23 0.38 0.821
O -4.2843 0.4835 3.0224 0.15 0.16 -0.58 -0.466
C -4.5163 -0.4746 1.9501 -0.16 -0.77 -0.82 -0.126
C -4.6001 -1.9377 2.4087 -0.16 -0.56 0.81 1.552
C -5.6144 -2.1896 3.5416 0.24 0.11 -0.52 -1.556
O -4.9994 -2.6964 1.2708 0.13 0.34 -0.23 -0.584
C -2.4447 1.7986 2.2643 -0.39 -0.44 -0.94 -0.885
C -3.4218 2.5673 1.3705 0.63 0.23 -0.26 -0.979
C -3.0852 2.5546 -0.1500 -0.91 -0.25 -0.33 -0.888
C -3.4986 1.2268 -0.8899 0.96 0.72 0.16 -1.021
C -2.2360 0.3364 -0.9898 -0.18 0.59 0.01 -0.446
S -2.3757 -1.0252 -2.1930 0.31 -0.41 0.11 -0.213
C -0.6484 -1.3444 -2.4868 -1.06 0.60 0.27 0.463
N 0.0957 -2.3103 -2.0673 -0.19 0.64 -0.27 -0.330
N 1.3560 -2.0243 -2.5673 0.95 -0.41 -0.02 -0.294
C 1.2904 -0.9331 -3.2311 -0.91 0.37 -0.12 0.601
O 0.0172 -0.4258 -3.2380 0.52 -0.43 0.21 -0.256
H 4.6504 -2.9092 1.8099 -0.38 0.15 0.00 0.364
H 3.7009 -3.3981 3.2246 -0.29 0.29 -0.36 0.231
H 4.3415 -1.7529 3.1317 0.03 -0.28 -0.20 0.280
H 1.8875 -2.1297 0.0565 0.31 0.01 0.28 -0.117
H 3.6290 -2.4100 0.0412 -0.14 -0.03 0.48 0.507
H 4.0553 -0.0419 0.5270 -0.25 0.11 -0.35 0.290
H 2.9290 -0.1984 -0.8763 0.12 0.01 0.32 0.208
H 2.3856 0.5578 2.0407 -0.21 -0.27 -0.33 0.097
H 1.0360 0.0092 1.0651 0.37 0.04 -0.27 0.234
H 2.3640 2.0905 -0.4424 -0.17 0.03 0.33 0.428
H 2.3541 2.6783 1.2105 -0.35 -0.12 -0.22 0.408
H -0.1926 1.4163 0.1843 0.19 0.38 -0.39 -0.599
H 0.2289 2.9432 -0.6484 0.04 -0.07 0.38 0.731
H 0.4424 3.6455 2.0479 -0.44 -0.21 0.21 0.829
H -1.0349 3.8567 1.0816 0.15 -0.19 0.46 0.434
H 0.8125 1.5284 3.2322 -0.35 -0.15 0.20 0.760
H -0.1757 -0.2566 4.6694 -0.55 -0.07 -0.06 0.507
H -2.1562 -1.7057 4.6904 -0.29 -0.04 0.27 0.262
H -2.7492 -0.5417 5.6993 -0.23 -0.28 0.01 0.325
H -3.7122 -0.4215 1.1998 -0.15 0.16 0.44 -0.343
H -5.4377 -0.1772 1.4280 0.15 -0.04 0.49 0.363
H -3.5974 -2.2803 2.7131 -0.33 0.30 0.03 -0.774
H -6.6194 -2.0793 3.1062 0.23 0.15 0.30 0.368
H -5.4447 -1.4925 4.3730 -0.20 -0.31 -0.19 0.252
H -5.5278 -3.2351 3.8770 0.05 0.43 0.01 0.376
H -4.4084 -3.4493 1.1572 -0.02 0.14 0.01 0.404
H -3.4083 3.6153 1.7242 0.05 -0.35 -0.17 0.421
H -4.4660 2.2440 1.4688 0.46 -0.10 0.29 0.246
H -2.0461 2.8014 -0.3913 -0.28 -0.08 0.24 0.501
H -3.6971 3.3505 -0.6094 0.24 -0.18 0.35 0.501
H -3.8444 1.5375 -1.8875 -0.02 -0.48 0.30 0.529
H -4.2965 0.7468 -0.3141 0.00 0.07 -0.57 0.485
H -1.4272 0.9875 -1.3482 -0.18 -0.36 0.14 0.504
H -2.0028 -0.0164 0.0309 0.23 -0.16 -0.48 0.159
H 2.0515 -0.3603 -3.7573 -0.11 -0.36 0.27 -0.084
Br -6.3457 4.3534 0.5878 -0.08 -0.01 -0.08 -0.086
C -8.1879 3.9431 1.0720 0.07 0.22 0.05 -0.547
C -8.2555 3.0634 2.2911 -0.14 -0.18 -0.02 -0.644
Br -7.8157 1.2161 1.8617 0.04 0.05 0.04 -0.067
H -8.6514 3.4972 0.1972 0.02 -0.05 0.05 0.383
H -8.6503 4.9077 1.2720 0.01 -0.03 0.04 0.349
H -9.2705 3.0306 2.6821 0.01 0.03 -0.05 0.386
H -7.5763 3.3749 3.0792 0.00 0.04 -0.06 0.362
Br 0.7844 -6.5675 3.8363 0.19 0.07 -0.06 -0.149
C 0.5204 -5.9273 2.0198 0.11 -0.17 0.21 -0.632
C 0.3906 -4.4306 1.9832 0.00 0.06 -0.28 -0.235
Br -1.3751 -3.8546 2.5948 0.02 0.08 0.11 -0.034
H -0.3518 -6.4423 1.6260 0.01 0.05 0.00 0.407
H 1.4044 -6.2467 1.4714 -0.02 0.10 -0.04 0.437
H 0.4706 -4.0617 0.9617 -0.05 -0.01 0.01 0.095
H 1.1183 -3.9192 2.6046 -0.04 -0.01 -0.01 0.150
Br -2.0054 4.0591 3.9174 -0.34 1.51 1.37 0.162
C -0.8344 4.6471 5.3601 -0.01 -0.24 0.05 -0.627
C -1.6181 5.0519 6.5810 0.03 0.35 0.09 -0.583
Br -2.4317 6.8018 6.3520 -0.03 -0.09 -0.01 -0.128
H -0.2215 5.4507 4.9609 -0.10 0.04 0.02 0.443
H -0.2018 3.7851 5.5784 -0.03 0.02 0.03 0.295
H -0.9583 5.1539 7.4413 0.03 -0.07 -0.05 0.250
H -2.4186 4.3586 6.8220 0.06 -0.04 -0.05 0.397
Br 4.3724 6.0517 6.2983 -0.07 -0.07 -0.07 -0.107
C 2.5316 5.6753 6.7949 0.23 0.29 0.07 -0.360
C 2.4566 4.7626 7.9908 -0.21 -0.21 -0.06 -0.554
Br 2.8465 2.9159 7.5065 -0.01 0.05 0.00 -0.129
H 2.0458 5.2628 5.9153 0.01 -0.06 0.06 0.096
H 2.0944 6.6454 7.0277 -0.03 -0.05 0.05 0.370
H 1.4458 4.7432 8.3955 0.02 0.04 0.00 0.233
H 3.1526 5.0348 8.7784 0.01 0.04 -0.07 0.442
Br 4.2595 0.8450 -4.4499 0.14 0.10 -0.04 -0.177
C 3.6594 0.5478 -6.2806 -0.16 -0.06 0.20 -0.642
C 4.4588 -0.5346 -6.9499 0.17 -0.03 -0.17 0.125
Br 6.2206 0.1032 -7.4898 -0.02 -0.03 0.11 -0.153
H 3.7205 1.5033 -6.7925 0.05 -0.05 -0.02 0.454
H 2.6143 0.2519 -6.1960 0.02 -0.05 -0.11 0.400
H 3.9743 -0.8466 -7.8709 -0.08 0.02 0.06 -0.442
H 4.6192 -1.4024 -6.3162 -0.01 0.07 0.05 0.469
Br 2.7002 -1.2107 -12.9749 -0.02 0.08 0.01 -0.157
C 4.2222 -0.4649 -12.0137 -0.05 -0.21 -0.12 -0.707
C 4.0375 -0.5775 -10.5257 0.20 0.19 0.06 -0.029
Br 2.7842 0.7612 -9.8614 -0.09 -0.06 -0.03 -0.121
H 4.3396 0.5598 -12.3535 -0.03 -0.02 0.05 0.431
H 5.0798 -1.0522 -12.3362 -0.01 0.00 0.07 0.402
H 4.9732 -0.3738 -10.0062 0.01 0.06 -0.08 0.113
H 3.6570 -1.5471 -10.2131 0.02 0.13 -0.15 0.036
Br 5.8585 4.4386 -4.3365 0.01 0.06 0.08 -0.135
C 7.7947 4.2978 -4.4595 -0.15 0.06 -0.21 -0.566
C 8.2236 2.8726 -4.6919 0.19 -0.08 0.15 -0.410
Br 8.1104 1.8191 -3.0587 -0.07 -0.02 -0.06 -0.130
H 8.2024 4.7233 -3.5475 0.01 -0.09 -0.01 0.376
H 8.0742 4.9239 -5.3048 0.02 -0.06 -0.01 0.340
H 9.2711 2.8321 -4.9852 -0.02 0.05 0.01 0.346
H 7.6202 2.3628 -5.4384 -0.04 0.06 0.03 0.172
Br -1.2544 -2.3265 -7.8585 0.08 0.06 0.03 -0.135
C -0.3510 -1.9577 -9.5446 -0.24 -0.04 0.06 -0.375
C 0.4935 -3.1229 -9.9851 0.16 0.12 -0.18 -0.497
Br 2.1472 -3.2257 -8.9625 -0.11 -0.23 0.17 -0.136
H 0.2241 -1.0470 -9.4028 0.05 -0.06 -0.05 0.172
H -1.1486 -1.7729 -10.2616 0.05 -0.05 -0.02 0.355
H 0.8058 -2.9974 -11.0208 0.00 0.07 0.03 0.229
H -0.0047 -4.0814 -9.8740 -0.02 0.06 0.07 0.416
Br -0.7560 -10.5929 4.4283 0.04 0.09 0.02 -0.116
C -1.3331 -9.6364 6.0212 0.01 -0.30 -0.09 -0.589
C -2.6836 -9.0007 5.8233 -0.05 0.25 0.10 -0.573
Br -2.5554 -7.3921 4.7345 -0.26 -0.06 0.01 -0.112
H -0.5549 -8.9161 6.2567 -0.07 0.04 -0.01 0.329
H -1.3772 -10.3893 6.8060 -0.05 0.04 0.00 0.359
H -3.0938 -8.6694 6.7755 0.05 -0.03 0.00 0.331
H -3.3966 -9.6579 5.3346 0.08 -0.04 0.00 0.364
```
Positions in Å, forces in eV/Å.

- HOMO-LUMO gap: 0.2933 Ha
- Charge: +1
- E_LUMO: -3.14 eV
- Electronic energy: -48778.73087 a.u.

3.
Formula: C5H8NaO3Tl
Source: the OMol25 dataset
Level of theory: ωB97M-V/def2-TZVPD

Structure (XYZ):
```
18
Properties=species:S:1:pos:R:3:forces:R:3:mulliken_charge:R:1
C 2.5760 1.3408 0.0609 1.01 3.77 -1.41 -0.398
C 2.5321 2.5441 0.6126 -0.05 -3.61 -0.25 -0.157
H 3.4456 0.7340 0.3624 -0.16 0.00 -0.62 0.450
H 2.0580 0.9423 -1.3038 -0.11 -0.09 1.20 0.480
H 2.1199 3.0339 1.4985 -0.07 0.62 -0.86 0.267
Tl 1.0359 0.4549 2.5591 -0.20 -0.08 1.33 0.758
O -0.6080 -0.7520 -0.7565 -0.35 -1.36 -0.81 -0.386
Na -0.4998 -0.7804 -3.4437 0.03 0.08 -0.09 0.988
O 1.0487 0.0639 -1.8853 1.83 -0.51 -0.49 -0.760
C 0.6658 -0.4514 -0.7934 -0.45 4.94 2.32 1.066
O 1.2569 -0.0934 0.2903 -1.21 -3.25 -0.44 -0.475
C -1.3802 -0.6901 0.4701 0.04 -0.31 0.43 -0.094
C -2.7356 -1.2578 0.1400 -0.15 -0.04 -0.15 -1.327
H -0.8580 -1.2569 1.2541 -0.19 -0.10 -0.29 0.244
H -1.4468 0.3614 0.7859 0.06 -0.13 -0.24 0.293
H -2.6423 -2.2284 -0.3639 0.02 0.11 0.39 0.339
H -3.3064 -1.3718 1.0693 -0.03 0.02 -0.36 0.379
H -3.2620 -0.5930 -0.5566 -0.01 -0.07 0.35 0.334
```
Positions in Å, forces in eV/Å.

- HOMO-LUMO gap: 0.3187 Ha
- Charge: +2
- E_LUMO: -8.56 eV
- Electronic energy: -755.09642 a.u.
- ΔE to the lowest compared entry with this formula, charge and spin: 64.6 kcal per mole